Run 1
Below is a single C5H6N2O molecule, with properties calculated with ωB97M-V/def2-TZVPD.

2S+1: 1
SMILES: C=C1OC=N/C1=N/C
Charge: 0
HOMO-LUMO gap in eV: 8.90

Cartesian coordinates (Å):
C1 0.6239 -1.7089 -1.0177
C2 0.8548 -0.0217 0.3744
C3 0.5390 1.6595 1.6963
C4 -0.6066 0.5043 0.2855
C5 -1.4792 0.4181 -0.7122
H1 0.5221 -1.3104 -2.0166
H2 0.9757 -2.7503 -1.1716
H3 -0.4873 -1.4506 -0.3335
H4 0.4367 2.2423 2.7577
H5 -2.4616 0.8494 -0.3876
H6 -1.2428 -0.1920 -1.4151
N1 1.5177 -0.8087 -0.3046
N2 1.3944 0.8896 1.2158
O1 -0.5867 1.6793 1.0290

---

Run 2
Below is a single C5H6N2O molecule, with properties calculated with ωB97M-V/def2-TZVPD.

2S+1: 1
SMILES: CC1=NC(=O)[C@@H]2CN12
Charge: 0
HOMO-LUMO gap in eV: 10.45

Cartesian coordinates (Å):
C1 -2.0540 -0.7743 0.0202
C2 -0.5312 -0.4813 -0.2346
C3 1.5669 -0.7067 -0.1460
C4 1.3047 0.8720 -0.7040
C5 0.6526 1.2780 0.6539
H1 -2.3143 -1.1877 -1.1282
H2 -2.0603 -1.6540 0.7678
H3 -2.3874 0.4860 0.1871
H4 1.8415 1.2957 -1.3969
H5 0.5401 2.2751 1.0002
H6 0.6868 0.3831 1.4005
N1 0.3241 -1.3584 -0.0861
N2 -0.1378 0.8272 -0.4434
O1 2.5684 -1.2548 0.1095

---

Run 3
Below is a single C5H6N2O molecule, with properties calculated with ωB97M-V/def2-TZVPD.

2S+1: 1
SMILES: c1cc2n(n1)OCC2
Charge: 0
HOMO-LUMO gap in eV: 9.79

Cartesian coordinates (Å):
C1 -0.4833 -1.3289 -1.4788
C2 0.4620 -1.7198 -0.2410
C3 0.4316 -0.4000 0.5037
C4 0.3161 0.1333 1.8237
C5 -0.1116 1.4599 1.5790
H1 -1.5090 -1.5619 -1.2473
H2 -0.1628 -1.7323 -2.4823
H3 -0.2895 -2.2906 0.4623
H4 1.5195 -2.0321 -0.2984
H5 0.6229 -0.2777 2.7540
H6 -0.3328 2.2678 2.2163
N1 -0.2663 1.6688 0.2112
N2 0.1616 0.5420 -0.4129
O1 -0.3505 0.1605 -1.6391

---

Run 4
Below is a single C5H6N2O molecule, with properties calculated with ωB97M-V/def2-TZVPD.

2S+1: 1
SMILES: O=C1[C@@H]2C=NN[C@H]1C2
Charge: 0
HOMO-LUMO gap in eV: 9.11

Cartesian coordinates (Å):
C1 0.5324 0.3616 -1.0121
C2 0.1368 1.0255 0.3274
C3 0.8171 -0.1877 0.9462
C4 0.5635 -0.8973 -0.3664
C5 -0.9279 -1.0506 -0.4681
H1 0.7768 2.0171 0.2621
H2 1.8510 -0.0573 1.3197
H3 0.3028 -0.6527 1.6660
H4 0.9838 -1.7623 -0.7523
H5 -1.1975 -1.9191 -0.9956
H6 -1.8099 1.6051 0.3609
N1 -1.8293 -0.2816 0.1377
N2 -1.2044 0.9491 0.6072
O1 1.0047 0.8500 -2.0327

---

What should be chosen as the least stable of them? Choose run 1.

---

Run 1
Below is a single C5H6N2O molecule, with properties calculated with ωB97M-V/def2-TZVPD.

2S+1: 1
SMILES: O=C1C[C@H]2N=CN[C@H]12
Charge: 0
HOMO-LUMO gap in eV: 10.14

Cartesian coordinates (Å):
C1 1.5660 -0.2779 -0.1344
C2 1.1357 1.3444 0.0396
C3 -0.2732 0.8977 0.3509
C4 -2.1356 -0.2346 -0.0333
C5 -0.0022 -0.4224 -0.1861
H1 0.6496 1.5526 -1.0706
H2 1.6364 2.1454 0.5022
H3 -0.1722 0.7986 1.4362
H4 -3.1320 -0.7992 -0.2324
H5 -1.4557 -2.2001 -0.3420
H6 -0.2613 -0.2186 -1.2131
N1 -1.7006 1.0145 -0.2198
N2 -1.1117 -1.3826 0.3356
O1 2.5847 -0.8181 -0.0139

---

Run 2
Below is 2 unconnected molecules or ions with the total composition C5H6N2O, with properties calculated with ωB97M-V/def2-TZVPD.

2S+1: 1
SMILES: N#[N+][O-].C1=CCC=C1
Charge: 0
HOMO-LUMO gap in eV: 9.45

Cartesian coordinates (Å):
C1 -0.0551 0.1537 1.4187
C2 0.1122 -1.0522 0.6783
C3 0.2528 0.7176 -0.8744
C4 -0.0296 1.2376 0.5968
C5 0.1551 -0.7919 -0.6392
N1 -2.9510 -0.3472 0.2509
N2 -2.8801 -1.2051 -0.4421
O1 -2.8423 -2.0380 -1.2322
H1 -0.0727 0.1313 2.4523
H2 0.1793 -2.0342 1.0546
H3 -0.4012 1.0989 -1.7719
H4 1.3416 0.9213 -1.3017
H5 -0.4005 2.1866 0.8551
H6 0.2622 -1.5066 -1.4416

---

Run 3
Below is a molecular structure, C5H6N2O, with properties calculated with ωB97M-V/def2-TZVPD.

2S+1: 1
Charge: 0
HOMO-LUMO gap in eV: 8.44

Cartesian coordinates (Å):
C1 0.0165 0.9158 1.5559
C2 -0.5673 0.6767 0.1911
N1 0.9726 1.4669 -1.6740
C3 0.2387 0.7405 -0.9718
H1 1.4607 0.9552 -2.4147
H2 -1.6143 0.9346 0.0479
H3 -0.3775 0.1938 2.2779
H4 1.1030 0.8123 1.5548
H5 -0.2357 1.9267 1.8902
N2 -0.2916 -2.1560 0.8431
C4 -0.1438 -1.0008 -1.3939
C5 -0.5345 -1.3161 -0.0457
O1 -0.4634 -1.3054 -2.4950
H6 0.4366 -2.8441 0.6342

---

Run 4
Below is a single C5H6N2O molecule, with properties calculated with ωB97M-V/def2-TZVPD.

2S+1: 1
SMILES: C#C[C@H]1ON=C[C@H]1N
Charge: 0
HOMO-LUMO gap in eV: 9.50

Cartesian coordinates (Å):
C1 0.7786 0.4081 0.3400
C2 1.9070 -0.1791 -0.3757
C3 -0.3911 -0.6808 0.3399
C4 -1.6533 -0.2534 -0.0726
C5 -2.8500 -0.6233 -0.3552
H1 0.2685 1.8306 -1.3353
H2 0.4824 2.7377 0.0794
H3 0.9189 0.4997 1.5724
H4 2.8887 0.0207 -0.7056
H5 -0.5025 -0.8988 1.3852
H6 -3.9939 -1.0352 -0.3736
N1 0.1036 1.6301 -0.1558
N2 1.6388 -1.4932 -0.2537
O1 0.4045 -1.9630 -0.0893

---

What should be chosen as the least stable of them? Choose run 4.

---

Run 1
Below is 8 unconnected molecules or ions with the total composition H16O8, with properties calculated with ωB97M-V/def2-TZVPD.

2S+1: 1
SMILES: O.O.O.O.O.O.O.O
Charge: 0
HOMO-LUMO gap in eV: 9.83

Cartesian coordinates (Å):
O1 -4.9115 5.5770 8.3602
H1 -4.6075 5.7610 9.2476
H2 -4.1510 4.8773 8.1133
O2 -1.9826 6.9844 9.4187
H3 -2.1095 7.9767 9.1756
H4 -2.3650 6.8711 10.2487
O3 -1.6695 6.1733 6.6046
H5 -2.2787 5.4186 6.6428
H6 -2.0341 6.4339 7.4067
O4 -4.3913 6.1129 11.1088
H7 -4.4088 5.3359 11.8070
H8 -4.4303 6.9825 11.5515
O5 -3.0911 3.6357 6.9806
H9 -2.3455 3.3043 6.7879
H10 -3.3946 3.1195 7.7844
O6 -4.8589 6.3882 4.8923
H11 -4.6547 6.1045 5.7586
H12 -5.0264 5.4071 4.6033
O7 -3.9458 2.2719 9.5115
H13 -2.9305 2.0473 10.0180
H14 -4.0839 1.2868 9.3865
O8 -7.2553 4.3761 8.6693
H15 -7.2226 3.9540 9.4410
H16 -6.3878 4.4868 8.4266

---

Run 2
Below is 8 unconnected molecules or ions with the total composition H16O8, with properties calculated with ωB97M-V/def2-TZVPD.

2S+1: 1
SMILES: O.O.O.O.O.O.O.O
Charge: 0
HOMO-LUMO gap in eV: 11.19

Cartesian coordinates (Å):
H1 -0.3350 0.2862 -0.1200
H2 -1.1129 0.8643 0.9977
H3 -5.5745 -0.0012 0.0665
H4 -5.2044 0.1033 -1.4868
H5 -3.0319 -2.7464 0.8841
H6 -2.8994 -2.2665 -0.6806
H7 0.2893 1.6390 1.7481
H8 -0.6778 1.2176 2.8887
H9 -0.2060 4.0207 -1.1659
H10 0.3186 3.7418 0.3776
H11 3.0169 -2.6736 -0.6179
H12 1.5577 -2.9562 -0.7710
H13 3.7713 0.3331 -0.8754
H14 3.9751 0.8181 -2.4355
H15 4.0546 -0.2621 0.9225
H16 4.0833 -1.7277 0.7461
O1 -1.1374 0.6203 0.0788
O2 -5.3435 0.5824 -0.7248
O3 -3.1667 -3.0256 -0.1040
O4 0.2116 1.0309 2.5687
O5 0.2323 3.4115 -0.5730
O6 2.2019 -2.2700 -0.3336
O7 3.3374 0.6415 -1.6531
O8 3.4114 -1.0398 0.6813

---

What should be chosen as the least stable of them? Choose run 2.